(1)
The following is a DFT calculation (ωB97M-V/def2-TZVPD) of a molecular structure, C4H12Cl4O4Zn at a distorted geometry.

Values from the calculation:
Gap between HOMO and LUMO in eV: 6.47
Max |F| in eV/A: 3.28
ΔE to the lowest compared entry with this formula, charge and spin in kcal per mole: 37.5
Total energy in Eh: -4080.80079
Total charge: -2

The geometry in XYZ format:
```
25
Properties=species:S:1:pos:R:3:forces:R:3
Zn -20.3715 -3.6965 11.5463 -1.255 -0.842 0.068
Cl -19.5076 -5.5832 9.9957 0.048 0.415 0.548
Cl -20.8482 -1.5155 12.7582 0.568 0.013 -0.360
Cl -22.6925 -3.6608 10.5317 0.393 0.031 -0.007
Cl -20.7575 -5.1448 13.5853 0.526 0.367 -0.330
C -17.1874 -3.8256 12.6241 1.080 2.679 -0.746
C -17.0006 -3.1918 14.0500 -2.757 -1.186 -1.316
O -16.1862 -4.0548 14.7966 0.699 0.022 0.553
O -18.1900 -3.1691 11.7984 -0.022 -1.090 1.017
H -17.4004 -4.8936 12.6712 -0.289 0.245 0.006
H -16.2337 -3.6205 12.1378 0.271 -0.706 -0.398
H -18.0455 -3.2450 14.3555 -0.143 0.354 0.861
H -16.7066 -2.1456 14.1349 0.496 -0.232 -0.393
H -16.7129 -4.8449 14.9377 -0.014 -0.134 0.090
H -17.9406 -2.3356 11.3925 0.343 -0.095 0.307
C -20.2140 -2.1688 8.3464 0.723 -0.439 -0.751
C -18.9955 -2.5716 7.4259 -0.701 0.563 1.128
O -18.8811 -3.9864 7.2826 -0.028 1.225 -0.622
O -19.8784 -2.2366 9.7209 0.397 -0.025 -0.275
H -21.0849 -2.7901 8.1375 0.257 -0.618 0.293
H -20.6079 -1.1792 8.1145 0.467 0.386 -0.164
H -18.0614 -2.1742 7.8231 0.100 -0.016 0.933
H -18.9891 -2.0054 6.4945 -0.868 -0.288 -0.790
H -17.9943 -4.0566 6.9217 0.092 -0.720 0.050
H -19.7505 -1.3485 10.0623 -0.384 0.090 0.300
```
Forces are in eV/Å.


(2)
The following is a DFT calculation (ωB97M-V/def2-TZVPD) of a gas-phase ion, C4H12ClN2Si (charge +1) at a distorted geometry.

Values from the calculation:
Gap between HOMO and LUMO in eV: 9.15
Max |F| in eV/A: 3.56
ΔE to the lowest compared entry with this formula, charge and spin in kcal per mole: 25.2
Total energy in Eh: -1018.48277
Total charge: +1

The geometry in XYZ format:
```
20
Properties=species:S:1:pos:R:3:forces:R:3
C -1.3830 2.2507 1.7095 0.357 -1.389 0.941
N -1.0743 1.1305 0.7840 -1.602 -1.576 2.487
C -1.0242 -0.1353 1.3573 1.345 -0.934 -0.875
Cl -2.1205 -0.5464 2.6556 0.295 0.542 -0.282
C -0.1946 -1.2051 1.0856 -0.135 1.210 -1.793
N 0.7663 -1.2404 -0.1607 0.140 -0.522 1.923
C 1.9064 -0.2298 0.0058 -2.040 1.652 -2.400
Si -0.0167 -1.3465 -1.8846 1.004 0.774 0.206
H -2.2309 1.9065 2.3947 1.225 0.967 -1.078
H -1.5780 3.1622 1.1801 -0.427 0.215 -0.340
H -0.4445 2.3823 2.2762 -0.674 0.335 0.302
H -0.6841 1.3171 -0.0933 0.669 0.081 -1.123
H -0.1626 -2.1371 1.6295 -0.391 0.172 -0.068
H 1.1200 -2.2332 -0.0595 -0.049 1.496 -0.248
H 2.8191 -0.6132 0.3130 1.447 -1.274 0.674
H 2.0762 0.2524 -1.0276 -0.211 -0.517 1.714
H 1.5551 0.5017 0.7363 0.190 0.002 -0.308
H -0.4274 -2.6841 -1.6545 -0.519 -1.026 -0.434
H 1.1607 -1.0875 -2.7971 -0.628 -0.302 0.456
H -1.0866 -0.3689 -2.0935 0.005 0.095 0.246
```
Forces are in eV/Å.


(3)
The following is a DFT calculation (ωB97M-V/def2-TZVPD) of C4H12ClNSi in the gas phase at a distorted geometry.

Values from the calculation:
Gap between HOMO and LUMO in eV: 9.60
Max |F| in eV/A: 4.38
ΔE to the lowest compared entry with this formula, charge and spin in kcal per mole: 43.2
Total energy in Eh: -964.06130

The geometry in XYZ format:
```
19
Properties=species:S:1:pos:R:3:forces:R:3
C 3.1250 0.6543 0.1989 -0.474 3.884 -0.073
N 1.6525 0.9150 0.2132 -0.704 -2.113 -1.294
Si 0.5205 -0.2631 -0.8168 0.804 3.100 2.989
Cl 1.3421 -2.0983 -0.6409 -0.036 -1.024 0.111
C -1.3449 0.0192 -0.2431 1.233 0.869 -0.694
C -1.4884 0.1105 1.2644 2.037 -0.093 0.431
C -2.3957 -0.9127 -0.8373 -1.253 0.939 -2.050
H 3.4694 -0.2035 0.7757 0.170 -0.164 -0.623
H 3.4489 0.8797 -0.8322 0.308 -1.418 0.241
H 3.5604 1.6398 0.6558 -0.460 -1.872 -0.169
H 1.4788 1.2524 1.1424 -0.977 -0.209 0.129
H 0.8989 0.1856 -2.1289 -0.247 0.047 -0.820
H -1.5027 1.0843 -0.6125 0.138 -1.183 0.068
H -0.5360 0.3918 1.8398 -1.673 0.232 -0.833
H -2.3800 0.6417 1.4497 -0.605 1.640 0.618
H -1.7854 -0.8026 1.6887 0.070 -1.908 0.370
H -3.4527 -0.7783 -0.4105 1.493 0.202 -0.610
H -2.1837 -1.9521 -0.7171 0.437 -0.761 0.366
H -2.4269 -0.7638 -1.9894 -0.261 -0.169 1.846
```
Forces are in eV/Å.


(4)
The following is a DFT calculation (ωB97M-V/def2-TZVPD) of C4H12N2 in the gas phase at a distorted geometry.

Values from the calculation:
Gap between HOMO and LUMO in eV: 9.65
Max |F| in eV/A: 2.51
ΔE to the lowest compared entry with this formula, charge and spin in kcal per mole: 20.7
Total energy in Eh: -269.08338

The geometry in XYZ format:
```
18
Properties=species:S:1:pos:R:3:forces:R:3
C 1.2614 -0.2189 1.8232 1.206 0.731 1.186
C 0.4641 -0.4333 0.5523 -1.629 1.624 1.006
N -0.3876 -1.6145 0.7197 1.160 -0.626 -0.525
C -0.4397 0.8143 0.2258 -0.032 -1.294 -0.253
C -0.6687 1.0019 -1.3120 0.004 0.255 0.572
N -0.2290 -0.0569 -2.2092 0.429 -0.080 0.341
H 0.7930 -0.5139 2.7648 -0.610 -0.254 -0.365
H 2.2248 -0.7336 1.8678 -0.098 -0.311 -0.416
H 1.5397 0.8250 2.0374 -0.150 -0.010 -0.536
H 1.1017 -0.4823 -0.3218 0.211 -0.782 0.056
H -1.3191 -1.4921 1.0842 0.077 0.451 -0.097
H -0.4005 -2.1447 -0.1277 -0.309 -0.338 -0.318
H -0.0899 1.7333 0.6769 0.397 0.244 -0.082
H -1.4117 0.6363 0.6867 -0.065 -0.038 0.133
H -1.7334 1.1947 -1.4192 -0.082 0.342 -0.346
H -0.0966 1.8902 -1.5799 -0.269 0.112 -0.204
H 0.3185 0.3232 -2.9688 -0.361 -0.394 -0.070
H -0.9271 -0.7286 -2.5003 0.122 0.369 -0.082
```
Forces are in eV/Å.


(5)
The following is a DFT calculation (ωB97M-V/def2-TZVPD) of C4H12N2 in the gas phase at a distorted geometry.

Values from the calculation:
Gap between HOMO and LUMO in eV: 9.09
Max |F| in eV/A: 5.54
ΔE to the lowest compared entry with this formula, charge and spin in kcal per mole: 62.1
Total energy in Eh: -269.01736

The geometry in XYZ format:
```
18
Properties=species:S:1:pos:R:3:forces:R:3
C -1.6032 1.6077 1.1680 -3.091 2.206 -0.590
N -0.4295 0.9766 0.6509 1.480 -1.055 1.052
C -0.1529 0.6487 -0.7320 -3.499 3.975 -1.616
C 1.1024 0.0017 -1.0154 0.786 2.065 0.353
C 1.0178 -1.4108 -0.6192 0.247 -1.565 -3.153
N 0.6962 -1.7877 0.7435 -2.204 0.597 -0.786
H -2.2976 2.3556 0.4138 1.968 -2.475 1.645
H -1.4040 2.2926 2.0015 0.645 0.254 -0.350
H -2.2761 0.9044 1.7370 0.166 0.228 -1.209
H -0.4472 0.0218 1.0103 0.408 0.519 0.740
H -1.0640 0.1312 -1.0208 0.025 -0.715 -1.157
H -0.0834 1.5410 -1.4153 -0.827 -0.034 1.056
H 1.4114 0.3351 -2.0644 -0.426 -1.717 0.996
H 1.7924 0.5973 -0.4364 0.750 -0.133 0.619
H 0.3047 -1.7861 -1.4282 0.592 -0.359 1.439
H 1.9914 -1.7098 -0.9465 0.776 -1.534 0.189
H 1.4645 -2.2081 1.1443 2.108 -0.742 1.194
H -0.0228 -2.5111 0.8090 0.095 0.485 -0.421
```
Forces are in eV/Å.


(6)
The following is a DFT calculation (ωB97M-V/def2-TZVPD) of 2 unconnected molecules or ions with the total composition C4H12N2.

Values from the calculation:
Gap between HOMO and LUMO in eV: 10.06
Max |F| in eV/A: 0.79
ΔE to the lowest compared entry with this formula, charge and spin in kcal per mole: 24.6
Total energy in Eh: -269.07715

The geometry in XYZ format:
```
18
Properties=species:S:1:pos:R:3:forces:R:3
C 1.0953 -1.5869 0.7251 0.039 -0.017 -0.487
C 1.7647 -0.6145 0.1133 -0.452 -0.286 0.576
C 2.0848 -0.5905 -1.3444 0.095 -0.093 -0.135
H 0.8651 -1.5647 1.7760 0.024 0.117 0.212
H 0.7194 -2.4431 0.1756 0.088 -0.062 -0.021
H 2.0576 0.2252 0.7355 0.176 0.149 -0.187
H 1.3620 0.0036 -1.9087 0.075 0.156 0.026
H 2.0696 -1.5920 -1.7742 -0.054 -0.052 0.072
H 3.0770 -0.1773 -1.5160 0.015 0.101 -0.083
N -2.1029 -0.0509 -0.3527 0.317 -0.054 0.548
C -1.7689 0.6542 0.8826 0.146 -0.270 0.114
N -1.1724 1.9772 0.7827 -0.110 0.156 -0.082
H -1.2783 -0.1120 -0.9323 0.182 -0.151 -0.105
H -2.7734 0.4860 -0.8631 -0.501 0.283 -0.413
H -1.0872 0.0256 1.4540 0.050 -0.037 -0.105
H -2.6754 0.7312 1.4829 -0.049 0.108 -0.045
H -0.3860 1.9919 0.1394 -0.038 -0.145 0.135
H -1.8510 2.6370 0.4243 -0.003 0.097 -0.018
```
Forces are in eV/Å.


total energy of number 1 (C4H12Cl4O4Zn)?
-4080.80079 Eh


What is the formula in the second record?
C4H12ClN2Si


Please write out number 6 again, unchanged.
The following is a DFT calculation (ωB97M-V/def2-TZVPD) of 2 unconnected molecules or ions with the total composition C4H12N2.

Values from the calculation:
Gap between HOMO and LUMO in eV: 10.06
Max |F| in eV/A: 0.79
ΔE to the lowest compared entry with this formula, charge and spin in kcal per mole: 24.6
Total energy in Eh: -269.07715

The geometry in XYZ format:
```
18
Properties=species:S:1:pos:R:3:forces:R:3
C 1.0953 -1.5869 0.7251 0.039 -0.017 -0.487
C 1.7647 -0.6145 0.1133 -0.452 -0.286 0.576
C 2.0848 -0.5905 -1.3444 0.095 -0.093 -0.135
H 0.8651 -1.5647 1.7760 0.024 0.117 0.212
H 0.7194 -2.4431 0.1756 0.088 -0.062 -0.021
H 2.0576 0.2252 0.7355 0.176 0.149 -0.187
H 1.3620 0.0036 -1.9087 0.075 0.156 0.026
H 2.0696 -1.5920 -1.7742 -0.054 -0.052 0.072
H 3.0770 -0.1773 -1.5160 0.015 0.101 -0.083
N -2.1029 -0.0509 -0.3527 0.317 -0.054 0.548
C -1.7689 0.6542 0.8826 0.146 -0.270 0.114
N -1.1724 1.9772 0.7827 -0.110 0.156 -0.082
H -1.2783 -0.1120 -0.9323 0.182 -0.151 -0.105
H -2.7734 0.4860 -0.8631 -0.501 0.283 -0.413
H -1.0872 0.0256 1.4540 0.050 -0.037 -0.105
H -2.6754 0.7312 1.4829 -0.049 0.108 -0.045
H -0.3860 1.9919 0.1394 -0.038 -0.145 0.135
H -1.8510 2.6370 0.4243 -0.003 0.097 -0.018
```
Forces are in eV/Å.


What did the first record say?
The following is a DFT calculation (ωB97M-V/def2-TZVPD) of a molecular structure, C4H12Cl4O4Zn at a distorted geometry.

Values from the calculation:
Gap between HOMO and LUMO in eV: 6.47
Max |F| in eV/A: 3.28
ΔE to the lowest compared entry with this formula, charge and spin in kcal per mole: 37.5
Total energy in Eh: -4080.80079
Total charge: -2

The geometry in XYZ format:
```
25
Properties=species:S:1:pos:R:3:forces:R:3
Zn -20.3715 -3.6965 11.5463 -1.255 -0.842 0.068
Cl -19.5076 -5.5832 9.9957 0.048 0.415 0.548
Cl -20.8482 -1.5155 12.7582 0.568 0.013 -0.360
Cl -22.6925 -3.6608 10.5317 0.393 0.031 -0.007
Cl -20.7575 -5.1448 13.5853 0.526 0.367 -0.330
C -17.1874 -3.8256 12.6241 1.080 2.679 -0.746
C -17.0006 -3.1918 14.0500 -2.757 -1.186 -1.316
O -16.1862 -4.0548 14.7966 0.699 0.022 0.553
O -18.1900 -3.1691 11.7984 -0.022 -1.090 1.017
H -17.4004 -4.8936 12.6712 -0.289 0.245 0.006
H -16.2337 -3.6205 12.1378 0.271 -0.706 -0.398
H -18.0455 -3.2450 14.3555 -0.143 0.354 0.861
H -16.7066 -2.1456 14.1349 0.496 -0.232 -0.393
H -16.7129 -4.8449 14.9377 -0.014 -0.134 0.090
H -17.9406 -2.3356 11.3925 0.343 -0.095 0.307
C -20.2140 -2.1688 8.3464 0.723 -0.439 -0.751
C -18.9955 -2.5716 7.4259 -0.701 0.563 1.128
O -18.8811 -3.9864 7.2826 -0.028 1.225 -0.622
O -19.8784 -2.2366 9.7209 0.397 -0.025 -0.275
H -21.0849 -2.7901 8.1375 0.257 -0.618 0.293
H -20.6079 -1.1792 8.1145 0.467 0.386 -0.164
H -18.0614 -2.1742 7.8231 0.100 -0.016 0.933
H -18.9891 -2.0054 6.4945 -0.868 -0.288 -0.790
H -17.9943 -4.0566 6.9217 0.092 -0.720 0.050
H -19.7505 -1.3485 10.0623 -0.384 0.090 0.300
```
Forces are in eV/Å.